Entry A
Formula: C5H11NP
Source: the Open Molecules 2025 dataset
Level of theory: ωB97M-V/def2-TZVPD

Each line ends with the natural charge from an NBO analysis.
Atoms and positions in Å:
C -2.501 -0.303 -0.207  0.449
C 2.066 -1.348 -0.464  -1.019
C 1.510 1.542 -1.028  -0.737
C 0.764 0.413 1.431  -0.975
C -3.621 0.353 -0.160  -0.586
N -1.412 -0.862 -0.143  -0.744
P 1.133 0.115 -0.250  1.459
H 2.862 -1.474 0.289  0.296
H 2.505 -1.529 -1.471  0.305
H 1.285 -2.148 -0.222  0.270
H 1.205 2.450 -0.567  0.249
H -1.379 -1.918 0.016  0.411
H 1.696 1.728 -1.986  0.241
H 0.572 1.477 1.435  0.275
H 1.740 0.177 1.831  0.263
H -0.137 -0.145 1.739  0.289
H -4.412 0.414 -0.908  0.278
H -3.876 1.058 0.666  0.275

- E_LUMO: -4.77 eV
- Kohn-Sham gap: 8.1432 eV
- Charge: +1

***

Entry B
Formula: C5H11NP
Source: the Open Molecules 2025 dataset
Level of theory: ωB97M-V/def2-TZVPD

Each line ends with the natural charge from an NBO analysis.
Atoms and positions in Å:
C 3.688 0.701 -0.160  -0.255
C 2.515 0.516 0.444  -0.274
C 1.307 0.200 -0.265  -0.072
C 0.089 0.245 0.314  -0.355
C -1.152 0.009 -0.379  -0.213
N -1.836 -1.508 0.383  -0.780
P -2.516 1.226 0.029  0.323
H 4.573 0.938 0.400  0.220
H 3.790 0.641 -1.230  0.202
H 2.426 0.618 1.516  0.218
H 1.394 -0.040 -1.317  0.214
H 0.011 0.544 1.350  0.220
H -1.064 -0.300 -1.419  0.237
H -2.820 -1.601 0.127  0.427
H -1.295 -2.307 0.055  0.431
H -1.738 -1.393 1.392  0.430
H -1.791 2.315 -0.446  0.027
H -3.193 1.049 -1.174  0.001

- E_LUMO: -4.01 eV
- Kohn-Sham gap: 8.7869 eV
- Charge: +1

***

Name the least stable of them. entry A.

***

Entry A
Formula: C2H4NPS
Source: the Open Molecules 2025 dataset
Level of theory: ωB97M-V/def2-TZVPD

Each line ends with the natural charge from an NBO analysis.
Atoms and positions in Å:
C -0.447 -0.689 0.110  -0.239
C -1.239 0.543 -0.229  -0.212
N 0.574 0.378 0.239  -0.847
P 1.948 1.063 -0.102  0.935
S 3.077 -0.506 0.058  -0.538
H -0.736 -1.091 1.042  0.206
H -0.297 -1.502 -0.588  0.214
H -1.086 0.927 -1.240  0.239
H -1.794 0.877 0.711  0.242

- E_LUMO: -0.23 eV
- Kohn-Sham gap: 8.1864 eV

***

Entry B
Formula: C2H4NPS
Source: the Open Molecules 2025 dataset
Level of theory: ωB97M-V/def2-TZVPD

Each line ends with the natural charge from an NBO analysis.
Atoms and positions in Å:
C 0.633 -0.490 0.391  -0.211
C 0.158 -0.104 -0.962  -0.229
N 0.185 0.820 0.130  -0.714
P -0.334 2.303 0.601  0.860
S -2.330 -0.559 1.627  -0.626
H -0.042 -1.139 0.896  0.258
H 1.642 -0.492 0.485  0.214
H 0.899 -0.056 -1.787  0.208
H -0.811 -0.283 -1.380  0.241

- E_LUMO (alpha / beta): -2.05 / -2.68 eV
- Kohn-Sham gap (alpha / beta): 5.4658 / 4.5156 eV

***

Name the least stable of them. entry B.

***

Entry A
Formula: C2H6N3O3
Source: the Open Molecules 2025 dataset
Level of theory: ωB97M-V/def2-TZVPD

Each line ends with the natural charge from an NBO analysis.
Atoms and positions in Å:
C 1.508 -1.281 0.012  -1.033
C -0.361 0.581 -0.760  0.411
N -1.218 0.471 0.235  -0.483
N 1.092 1.787 0.576  -0.533
N -2.271 -0.308 0.102  0.602
O -2.452 -0.981 -0.924  -0.506
O -3.062 -0.310 1.053  -0.473
O 0.572 1.566 -0.726  -0.384
H 2.516 -0.899 0.053  0.156
H 1.301 -1.925 -0.822  0.172
H 1.095 -1.610 0.951  0.167
H -0.506 0.166 -1.750  0.195
H 1.516 0.873 0.817  0.362
H 0.270 1.869 1.183  0.347

- E_LUMO (alpha / beta): 3.74 / 3.98 eV
- Kohn-Sham gap (alpha / beta): 6.0245 / 6.8850 eV
- Charge: -1

***

Entry B
Formula: C2H6N3O3
Source: the Open Molecules 2025 dataset
Level of theory: ωB97M-V/def2-TZVPD

Each line ends with the natural charge from an NBO analysis.
Atoms and positions in Å:
C -1.431 -1.260 -0.376  -0.857
C 0.428 0.783 0.714  0.403
N 1.442 0.542 -0.190  -0.437
N -0.457 2.519 -0.482  -0.688
N 2.092 -0.564 -0.078  0.592
O 1.737 -1.453 0.708  -0.531
O 3.050 -0.741 -0.877  -0.493
O -0.418 1.691 0.607  -0.272
H -1.526 -0.973 0.650  0.203
H -1.864 -2.295 -0.391  0.195
H -2.043 -0.652 -1.046  0.211
H 0.320 0.176 1.617  0.164
H -0.368 -1.070 -0.619  0.241
H -0.962 3.295 -0.239  0.270

- E_LUMO (alpha / beta): 3.89 / 3.89 eV
- Kohn-Sham gap (alpha / beta): 7.0858 / 7.0825 eV
- Charge: -1

***

Name the least stable of them. entry A.

***

Entry A
Formula: C21H28Br3FeNO5Se2
Source: the Open Molecules 2025 dataset
Level of theory: ωB97M-V/def2-TZVPD

Each line ends with the natural charge from an NBO analysis.
Atoms and positions in Å:
Fe 1.964 -0.654 -1.217  1.682
O -4.179 3.310 1.316  -0.725
C -4.331 2.266 2.267  -0.048
C -3.305 1.157 2.008  -0.133
C -3.641 0.056 3.037  -0.050
O -2.589 -0.800 3.409  -0.730
C -1.892 1.725 2.188  -0.584
Se -0.504 0.638 1.316  0.183
C -3.470 0.655 0.572  -0.585
Se -2.071 -0.625 0.104  0.149
H -4.895 3.939 1.432  0.469
H -5.341 1.838 2.206  0.159
H -4.186 2.649 3.285  0.162
H -4.498 -0.514 2.652  0.153
H -3.960 0.532 3.970  0.170
H -2.230 -1.203 2.604  0.486
H -1.633 1.777 3.246  0.228
H -1.849 2.720 1.750  0.236
H -3.427 1.488 -0.127  0.235
H -4.429 0.144 0.456  0.215
Br 3.965 -1.825 -1.770  -0.600
C 1.755 0.792 -2.674  -0.911
Br -0.064 1.574 -2.684  -0.095
H 1.886 0.381 -3.671  0.209
H 2.420 1.640 -2.519  0.202
Br 0.446 5.263 -0.653  0.031
C 2.025 4.515 0.096  -0.069
C 3.001 5.365 0.587  -0.249
C 4.143 4.814 1.155  -0.219
C 4.291 3.439 1.231  -0.192
C 3.304 2.599 0.728  -0.065
C 2.162 3.138 0.147  -0.253
C 3.495 1.099 0.846  0.780
O 4.444 0.663 1.472  -0.633
O 2.596 0.387 0.252  -0.851
H 2.868 6.436 0.528  0.217
H 4.912 5.468 1.546  0.206
H 5.163 2.984 1.682  0.237
H 1.385 2.488 -0.231  0.257
C -0.268 -3.793 0.215  -0.618
C 0.978 -2.921 0.142  0.083
C 1.636 -2.761 1.505  -0.630
O 0.630 -1.656 -0.391  -0.910
H -0.011 -4.802 0.547  0.195
H -0.743 -3.860 -0.767  0.207
H -0.992 -3.370 0.915  0.202
H 1.692 -3.420 -0.529  0.157
H 0.941 -2.274 2.194  0.205
H 2.529 -2.139 1.434  0.230
H 1.920 -3.733 1.916  0.192
C -0.881 -4.322 -3.949  -0.178
C -1.428 -3.094 -3.610  -0.262
C -0.578 -2.070 -3.225  0.057
N 0.747 -2.204 -3.174  -0.455
C 1.266 -3.383 -3.503  0.046
C 0.495 -4.470 -3.894  -0.271
H -1.515 -5.150 -4.242  0.207
H -2.497 -2.928 -3.627  0.213
H -0.969 -1.103 -2.927  0.223
H 2.345 -3.456 -3.433  0.219
H 0.973 -5.409 -4.140  0.212

- E_LUMO (alpha / beta): 2.18 / 2.18 eV
- Kohn-Sham gap (alpha / beta): 7.1288 / 7.1252 eV
- Multiplicity: 6
- Charge: -1
- <S²>: 8.76

***

Entry B
Formula: C21H28Br3FeNO5Se2
Source: the Open Molecules 2025 dataset
Level of theory: ωB97M-V/def2-TZVPD

Each line ends with the natural charge from an NBO analysis.
Atoms and positions in Å:
Fe -0.554 1.440 -1.234  1.437
O 3.542 0.142 6.004  -0.729
C 3.394 -0.655 4.838  -0.045
C 2.975 0.213 3.645  -0.152
C 4.074 1.262 3.391  -0.056
O 3.684 2.330 2.562  -0.735
C 2.819 -0.736 2.459  -0.565
Se 1.872 0.077 0.912  0.172
C 1.648 0.900 3.963  -0.559
Se 0.392 1.075 2.411  0.160
H 3.705 -0.437 6.752  0.469
H 2.629 -1.425 4.993  0.165
H 4.342 -1.159 4.601  0.159
H 4.958 0.749 2.981  0.149
H 4.352 1.709 4.347  0.192
H 3.366 1.971 1.720  0.481
H 2.220 -1.604 2.743  0.216
H 3.788 -1.088 2.097  0.222
H 1.827 1.896 4.363  0.231
H 1.091 0.322 4.700  0.212
Br 0.526 3.700 -1.091  0.056
C -1.248 4.363 -0.515  -0.521
Br -2.516 4.266 -1.941  0.095
H -1.140 5.393 -0.198  0.223
H -1.555 3.688 0.280  0.270
Br -1.579 -2.997 0.445  0.021
C -1.837 -2.649 -1.410  -0.023
C -2.495 -3.560 -2.169  -0.271
C -2.751 -3.278 -3.523  -0.229
C -2.379 -2.032 -4.043  -0.196
C -1.743 -1.084 -3.290  -0.081
C -1.261 -1.390 -1.918  -0.315
C -1.542 0.284 -3.891  0.774
O -1.611 0.424 -5.105  -0.659
O -1.337 1.250 -3.055  -0.897
H -2.849 -4.482 -1.725  0.214
H -3.298 -3.988 -4.127  0.198
H -2.656 -1.760 -5.053  0.234
H -1.482 -0.571 -1.217  0.206
C -3.806 0.714 -0.466  -0.641
C -3.030 1.354 0.697  0.126
C -3.262 0.557 1.981  -0.623
O -1.672 1.489 0.425  -1.016
H -4.863 0.984 -0.411  0.197
H -3.718 -0.375 -0.427  0.203
H -3.409 1.057 -1.423  0.219
H -3.459 2.367 0.853  0.117
H -2.860 -0.451 1.874  0.214
H -4.331 0.506 2.193  0.191
H -2.752 1.047 2.811  0.201
C 1.707 -1.768 -3.899  -0.176
C 0.954 -2.289 -2.913  -0.275
C 0.380 -1.431 -1.841  -0.067
N 0.896 -0.079 -1.790  -0.779
C 1.682 0.353 -2.787  0.082
C 2.097 -0.395 -3.856  -0.441
H 2.069 -2.397 -4.704  0.195
H 0.692 -3.340 -2.886  0.198
H 0.545 -1.874 -0.846  0.186
H 2.036 1.376 -2.674  0.165
H 2.737 0.035 -4.612  0.201

- E_LUMO (alpha / beta): 2.11 / 2.11 eV
- Kohn-Sham gap (alpha / beta): 5.2544 / 5.4303 eV
- Multiplicity: 6
- Charge: -1
- <S²>: 8.80

***

Name the least stable of them. entry B.

***

Entry A
Formula: CH4N3O3
Source: the Open Molecules 2025 dataset
Level of theory: ωB97M-V/def2-TZVPD

Each line ends with the natural charge from an NBO analysis.
Atoms and positions in Å:
C -0.284 0.177 0.378  0.483
N -0.536 0.696 1.508  -0.636
N -0.337 0.871 -0.904  0.455
N 0.614 -1.484 0.099  -0.091
O -1.260 1.449 -1.356  -0.218
O 0.863 0.831 -1.256  -0.336
O 0.931 -1.561 -1.164  -0.439
H -1.053 1.550 1.602  0.451
H -0.288 0.223 2.338  0.455
H -0.352 -1.764 0.137  0.355
H 1.702 -0.989 -1.380  0.521

- E_LUMO: -6.36 eV
- Kohn-Sham gap: 9.2888 eV
- Charge: +1

***

Entry B
Formula: CH4N3O3
Source: the Open Molecules 2025 dataset
Level of theory: ωB97M-V/def2-TZVPD

Each line ends with the natural charge from an NBO analysis.
Atoms and positions in Å:
C 0.128 -0.141 0.306  0.735
N 1.009 -0.222 1.251  -0.785
N -0.760 -1.130 0.304  -0.285
N 0.782 2.626 -1.338  0.703
O 0.202 0.637 -0.666  -0.717
O 0.135 2.519 -2.208  0.110
O -1.744 -1.234 -0.601  -0.516
H 0.995 -0.892 2.095  0.432
H 1.839 0.201 1.057  0.405
H -0.668 -2.003 0.898  0.417
H -1.918 -0.361 -1.097  0.498

- E_LUMO: -7.49 eV
- Kohn-Sham gap: 5.6344 eV
- Charge: +1

***

Name the least stable of them. entry A.

***

Entry A
Formula: C2H6OS
Source: the Open Molecules 2025 dataset
Level of theory: ωB97M-V/def2-TZVPD

Each line ends with the natural charge from an NBO analysis.
Atoms and positions in Å:
C -2.087 -0.681 3.153  -0.537
C -1.433 -1.142 2.112  0.152
O -0.069 -1.337 2.069  -0.685
H -3.155 -0.562 3.110  0.213
H -1.650 -0.472 4.120  0.198
H -1.733 -1.124 1.072  0.188
H 0.301 -1.211 2.955  0.471
S 1.647 1.342 -3.229  -0.283
H 0.325 1.253 -3.406  0.142
H 1.779 2.498 -3.888  0.142

- E_LUMO: 0.88 eV
- Kohn-Sham gap: 10.1184 eV

***

Entry B
Formula: C2H6OS
Source: the Open Molecules 2025 dataset
Level of theory: ωB97M-V/def2-TZVPD

Each line ends with the natural charge from an NBO analysis.
Atoms and positions in Å:
C 1.651 -0.560 2.715  -0.723
C 1.001 -1.164 1.469  0.430
O 1.103 -2.336 1.224  -0.512
H 0.865 0.082 3.113  0.228
H 2.082 -1.380 3.282  0.242
H 2.450 0.156 2.485  0.232
H 0.073 -0.637 1.125  0.103
S -3.296 2.321 -4.898  -0.339
H -2.073 1.808 -4.527  0.170
H -3.857 1.712 -5.987  0.169

- E_LUMO: 0.78 eV
- Kohn-Sham gap: 10.5906 eV

***

Name the least stable of them. entry B.